(1)
57
Properties=species:S:1:pos:R:3:forces:R:3 method="wB97M-V/def2-TZVPD" total_charge=-2 multiplicity=2 total_energy_ev=-68288.101 homo_ev="0.70 / -0.27" mol_weight_g_mol=453.290 s2=0.755
H -0.2948 14.4941 -7.0385 1.39 0.04 -0.16
O 4.9896 14.6588 -13.6229 0.39 1.44 -0.31
C 0.3089 14.8540 -9.2866 -0.09 0.68 3.01
H 5.2105 11.4734 -7.2869 0.76 0.70 -0.51
H 5.0663 10.0972 -13.0058 0.28 0.29 0.32
O 3.4431 13.6800 -6.3788 -1.76 0.62 -0.02
C 1.6157 10.3602 -10.3433 1.07 2.16 -1.74
O 3.6850 9.2204 -10.8195 0.31 1.15 0.14
H 1.3541 10.9924 -9.4948 0.05 -0.05 0.10
H 0.0243 11.1549 -11.3063 -0.04 -0.10 0.23
C 7.5904 11.2492 -13.6772 -0.98 -0.56 -1.02
O 0.0579 16.0003 -10.1191 -0.15 -0.90 0.01
O 6.5121 14.3222 -6.6974 3.16 -0.35 6.94
H -0.3179 16.2114 -7.6819 0.73 -0.01 0.32
H 7.5736 9.0748 -13.3764 0.66 0.19 0.32
H 4.3983 13.6582 -6.4725 0.92 0.20 -0.08
O 5.7510 9.7216 -13.5642 -1.77 -0.47 -1.29
H 1.3748 14.7421 -9.0880 0.14 -0.17 -0.41
H -0.1349 13.9074 -9.5951 0.09 0.16 -0.65
O 6.1554 14.9069 -8.5662 0.07 7.41 -8.49
H 4.2730 14.9080 -14.2111 -0.41 -1.32 -0.19
H 2.6257 10.5027 -7.0038 -0.50 0.12 -0.46
H 6.0637 16.3870 -14.1909 0.57 -0.19 -0.19
H 3.5491 11.1930 -9.9855 0.74 -0.25 -0.57
H 6.8159 15.4654 -12.1534 -0.09 -0.55 1.50
O 4.5679 10.7840 -7.1039 0.03 -0.65 1.18
H 6.9932 12.0953 -13.3373 -0.29 -0.03 -0.14
H 1.5057 9.3073 -10.0838 -0.48 -0.06 -0.36
H 7.6311 11.1369 -14.7606 -0.94 0.16 -0.39
O 3.6420 13.8114 -10.0699 -5.13 0.42 1.12
H -0.2330 15.6533 -10.9656 0.06 0.14 -0.06
C 3.2832 11.3644 -7.1189 0.43 0.30 -0.29
H 3.2396 11.0131 -11.7748 -0.39 0.48 0.38
O 6.1402 12.9632 -8.2428 -2.23 -15.05 -4.97
C 6.5210 13.9716 -7.8675 -2.25 7.57 5.35
O 5.6612 12.8412 -11.3058 1.97 -1.07 -1.94
H 6.9313 10.1288 -12.0129 0.64 -0.34 0.26
O 5.0838 16.0203 -11.0752 0.32 -2.03 1.56
O -1.7932 14.9682 -8.1950 -1.60 0.21 -0.05
H 6.5560 17.1678 -11.9443 -0.09 0.31 -0.13
H 4.4828 16.5900 -13.5730 -0.07 0.74 0.59
H 4.3564 16.6048 -10.8498 0.30 0.39 -0.61
O 8.9197 11.4067 -13.3692 2.38 0.51 1.06
V 5.1958 13.9204 -10.1957 3.70 0.42 2.65
H 9.0334 12.2084 -12.8535 -0.04 -0.15 0.20
C 5.4016 16.0289 -13.4026 -0.47 0.22 -0.64
C -0.4235 15.1488 -7.9004 0.20 -0.04 -1.87
C 2.9818 12.4054 -6.0304 2.25 -1.14 0.26
O 0.9121 10.8626 -11.5254 -0.57 -0.89 0.40
H 3.6226 12.1001 -5.2032 -0.10 -0.49 0.60
H 3.2474 8.8105 -11.5693 0.04 -0.12 -0.10
H -2.2230 15.4715 -7.4997 -0.57 -0.15 -0.18
C 3.1062 10.5908 -10.7788 -0.65 -2.20 1.37
H 3.2953 11.9051 -8.0652 -1.22 0.02 -0.32
C 6.0335 16.2165 -12.0448 -0.36 0.95 -2.19
C 7.0247 9.9710 -13.0873 -0.08 0.54 0.90
H 1.9640 12.3088 -5.6523 -0.34 0.81 -0.44

=====

(2)
50
Properties=species:S:1:pos:R:3:forces:R:3 method="wB97M-V/def2-TZVPD" multiplicity=1 total_energy_ev=-53654.218 homo_ev=-9.93 mol_weight_g_mol=354.700
H -3.8279 0.3297 1.5448 0.16 -0.26 0.00
O 1.2054 -0.6424 -1.0933 -0.04 0.40 0.42
H 0.1823 -0.0790 -3.7012 1.16 -0.06 0.18
H -1.7163 -3.2561 2.6805 0.25 -0.33 0.11
O 1.1123 1.3196 0.6659 -0.33 1.27 0.82
H 4.2390 -0.6569 0.1242 0.42 0.27 0.36
H 1.1906 -3.8181 -0.9752 -0.87 -1.04 -1.18
H 0.5742 -2.8761 0.3743 0.34 -0.50 0.00
H 1.0908 2.4305 -2.5457 0.47 -0.27 -0.02
C 0.5244 2.0612 1.6394 -1.27 1.19 1.00
H -0.0447 3.6541 -2.9115 -0.36 0.58 -0.23
Si 2.3527 -1.8063 -0.7835 0.79 -0.20 0.65
H 2.8405 -2.6679 -3.1006 -0.21 -0.44 -0.34
H 2.0120 -3.9889 0.5150 0.05 0.41 0.09
C -2.3393 -2.5737 2.1247 -0.37 0.59 -0.61
H 2.9142 -0.5700 1.2872 -0.14 0.26 0.34
C -1.3362 -0.3085 3.8189 -0.44 -0.29 -0.90
C 3.3680 -2.1141 -2.3486 -0.56 0.27 1.32
Si -1.6259 -0.8368 2.0394 -0.79 0.26 0.91
H 3.6547 -1.1650 -2.7682 0.34 0.39 -0.18
H -1.2869 0.7579 3.9729 -0.28 0.27 0.13
H 1.1545 2.9810 3.4823 -0.05 -0.09 -0.57
H 4.2396 -2.6537 -1.9834 0.22 -0.12 -0.33
H -3.3494 -2.5646 2.5765 0.45 0.04 -0.23
O -0.1738 -0.8875 1.2175 -0.02 0.86 -1.06
C 1.4724 2.9069 2.4294 1.45 -0.46 0.33
C 0.1338 2.8318 -2.2474 -0.18 -0.94 0.59
H 0.2406 3.1708 -1.2054 -0.13 0.16 -0.37
H -2.8737 -0.2163 0.1354 -0.57 -0.24 -0.81
H -0.4550 -0.7493 4.2227 0.92 -0.42 0.26
Si -1.1799 1.4608 -2.3216 -0.09 0.60 0.30
Si 0.2338 0.1232 -0.0265 -1.45 -1.96 -0.96
C -0.8248 0.2566 -3.7251 -1.04 0.12 0.27
C -2.8332 0.2532 1.0901 0.18 0.47 1.16
H -2.9624 2.8635 -3.2688 0.06 0.14 0.05
H -1.0247 0.6005 -4.7371 -0.16 0.22 -0.01
H -2.9583 3.0368 -1.5063 0.04 -0.12 0.03
C 3.4591 -1.2237 0.6261 0.04 0.02 -1.05
O -1.0952 0.5953 -0.8773 1.64 0.27 -0.25
H -3.7162 1.6320 -2.3125 0.00 -0.09 0.24
O -0.6740 2.1197 1.8986 1.90 -0.71 -1.13
C -2.8710 2.3191 -2.3235 0.44 -0.45 -0.59
H -2.4282 -2.8989 1.0769 -0.06 -0.27 0.32
H 2.4811 2.4345 2.3885 -0.59 0.56 0.07
H 3.8920 -2.0429 1.1986 0.02 -0.01 -0.10
H 1.5381 3.9252 2.0249 -0.07 -0.31 -0.06
C 1.4734 -3.2794 -0.1189 -0.21 0.30 0.51
H -2.4259 1.2694 0.9592 -0.41 -0.66 0.10
H -2.1584 -0.8021 4.3276 -0.33 0.36 0.45
H -1.3983 -0.6550 -3.5595 -0.31 -0.03 -0.04

=====

(3)
52
Properties=species:S:1:pos:R:3:forces:R:3 method="wB97M-V/def2-TZVPD" multiplicity=1 total_energy_ev=-46486.362 homo_ev=-9.69 smiles="N=P(O)(O)B(S)CC=O.CC(C)O.CC(C)O.CC(C)O" mol_weight_g_mol=347.223
O 0.5595 4.5894 -0.5905 0.04 0.20 -0.12
H 2.9425 -7.2676 1.6060 0.07 0.02 0.04
H -0.9135 2.4911 -1.4347 -0.08 0.02 0.06
H 2.5451 -7.4654 -0.0980 0.02 0.00 -0.04
H -5.9021 1.2470 -3.4212 0.03 -0.01 -0.03
P 1.7466 -2.6218 3.3761 0.57 -0.17 0.11
H 3.7659 -2.9745 3.9214 0.33 -0.28 0.08
C -0.7379 4.6291 -1.1834 -0.11 -0.39 0.22
H 2.3977 -4.8902 1.3251 -0.03 0.06 0.05
H 2.2235 -2.0246 0.1696 0.06 -0.66 0.29
S 3.2197 -1.3839 0.7857 0.13 0.65 0.11
C -1.8043 4.7512 -0.1058 -0.01 0.18 0.06
H -0.2779 -2.2782 4.0344 -0.48 -0.01 0.05
H -6.9967 2.5190 -2.8884 -0.03 0.07 -0.03
C 4.9341 -5.3659 1.2722 0.06 0.08 -0.03
C -5.4407 4.6665 -3.7084 0.14 0.05 0.00
H -0.1964 3.3193 -2.8124 0.01 0.05 0.00
C -0.9669 3.3972 -2.0441 0.13 0.03 -0.20
C 3.8204 -5.7730 0.3188 0.00 -0.08 0.39
N 2.8655 -3.3944 4.1106 -0.18 0.29 -0.12
H 5.2622 -4.3476 1.0611 0.01 0.01 -0.04
H -5.8435 4.7916 -4.7140 -0.02 0.00 0.00
B 2.5055 -1.1303 2.4432 -0.23 0.16 -0.76
C 2.2802 1.3036 1.9960 -1.16 0.04 -0.05
C 2.5653 0.3121 3.0874 0.17 -0.45 -0.17
H -6.6357 2.3331 -4.6121 -0.02 0.01 0.00
H 4.1564 -7.9107 0.4880 0.01 0.00 0.02
H 0.5972 3.8083 -0.0284 0.03 -0.11 0.07
H -4.2415 2.9395 -4.1435 0.09 -0.03 0.06
H 4.1756 -5.7007 -0.7101 -0.06 0.06 -0.05
H 3.1573 1.7597 1.5217 0.05 0.16 -0.21
H -5.1449 3.3410 -1.5058 -0.06 0.02 0.06
H 4.5769 -5.3874 2.3052 -0.03 -0.06 0.00
H 5.7926 -6.0340 1.1882 0.00 -0.01 0.00
O 0.6004 -2.1293 4.3825 0.05 0.02 -0.02
H 1.7907 0.3519 3.8397 -0.19 0.17 0.35
H -4.5851 5.3317 -3.5911 0.03 -0.01 -0.03
O 1.1459 1.5584 1.6352 0.99 0.02 0.21
H -2.8010 4.8131 -0.5447 0.00 -0.04 -0.02
H -1.6310 5.6385 0.5041 0.01 0.02 -0.02
H -6.2027 4.9813 -2.9903 -0.06 -0.04 -0.03
C -5.0338 3.2238 -3.4501 -0.39 0.14 0.14
C 3.3432 -7.1912 0.5920 -0.08 -0.02 -0.10
H 0.3934 -3.0148 1.7597 -0.33 -0.07 -0.44
C -6.2117 2.2748 -3.6092 0.08 -0.13 0.01
O 0.9406 -3.5600 2.3281 -0.05 0.11 0.36
H 3.5322 0.5103 3.5366 0.26 0.07 0.19
H -1.9446 3.4298 -2.5242 -0.04 -0.03 0.05
O 2.7326 -4.8568 0.4216 0.02 -0.01 -0.27
O -4.4687 3.0969 -2.1448 0.20 -0.07 -0.15
H -0.7506 5.5208 -1.8116 0.10 0.05 0.01
H -1.7723 3.8833 0.5581 -0.02 -0.06 -0.06

=====

(4)
65
Properties=species:S:1:pos:R:3:forces:R:3 method="wB97M-V/def2-TZVPD" multiplicity=1 total_energy_ev=-73774.617 homo_ev=-10.38 relative_energy_kj_mol=14.2 smiles="CCOS(C)(=O)=O.CCOS(C)(=O)=O.C[N+](=O)[O-].C[N+](=O)[O-].C[N+](=O)[O-].C[N+](=O)[O-].C[N+](=O)[O-]" mol_weight_g_mol=553.522
H 2.3346 -1.5610 -4.4827 0.30 -0.08 0.02
H 3.6785 -4.1688 1.0386 -0.06 0.16 -0.33
C -2.7336 -0.8160 3.4387 -0.79 0.06 1.03
O -2.9848 -1.8329 1.4279 -0.33 -0.21 0.11
H 2.7549 -3.3131 -4.0929 0.36 0.28 -0.08
H -3.8213 5.3739 1.1206 -0.06 -0.18 0.09
O -2.6384 0.7160 -3.0329 0.61 0.21 -0.32
H 0.8900 2.3978 0.4978 -0.41 0.36 -1.25
O -1.2216 1.9188 2.1718 -0.98 -0.08 -0.14
H 1.1100 -2.7673 -4.0492 -0.09 0.13 0.45
O -2.1531 3.3042 0.2506 -0.01 -0.34 0.69
H -1.6497 5.6998 0.8452 0.43 -0.13 0.08
O -4.6434 -0.6509 2.0994 -0.36 0.09 0.42
N -1.7288 -3.2904 -2.2276 0.97 0.12 -1.69
C -3.3687 5.6062 2.0857 0.15 0.58 -0.79
H 1.3038 0.3673 -0.7663 -0.55 0.24 -0.37
C 0.4886 3.3355 0.8841 -0.82 -1.18 1.53
H -3.1741 -4.6709 -1.6235 0.25 -0.21 0.07
O 3.3150 -0.8195 -2.2834 0.34 -1.20 0.85
H -3.2411 -3.0463 -0.9331 -0.22 -0.28 0.19
H -3.3338 -0.7343 -1.2959 -0.40 -0.21 -0.13
C 5.2652 1.4146 -0.9017 1.25 0.55 0.02
H -3.1138 0.0874 3.9082 0.16 0.16 -0.32
N -3.6179 1.0085 -2.3968 -0.43 -0.44 0.31
N 3.9776 1.3407 -0.1686 -0.75 -0.11 0.23
H 0.9709 3.2218 1.8598 -0.10 0.92 0.17
O -4.4270 1.8643 -2.6899 0.08 0.16 0.05
C -0.6328 -0.4922 -0.2270 0.62 0.55 0.07
O -1.3677 4.3277 2.4250 0.16 -0.38 -0.74
N -3.5484 -1.1276 2.2557 0.86 0.09 -1.32
C 0.8330 -0.6112 -0.6336 0.92 1.29 0.28
H 0.6731 4.2881 0.4067 0.13 -0.20 -0.31
C 4.6017 -3.6080 1.0269 1.23 -0.51 0.42
O 2.5563 -3.0312 -1.1955 0.89 0.92 -1.37
O 6.6929 -3.9117 2.0069 -0.01 -0.12 0.05
S 2.4218 -1.9584 -2.1687 -2.18 1.16 0.15
H -3.7356 6.6013 2.3436 -0.01 -0.13 0.29
H -1.1942 -1.3819 -0.4943 0.08 -0.22 0.67
H -4.9914 0.0969 -1.2116 0.05 -0.29 0.63
H -1.3781 6.4538 2.4153 0.42 -0.51 0.44
H 5.1718 -3.6003 0.1008 -0.74 0.26 -0.40
O 3.9527 0.8794 0.9603 0.64 -0.11 -0.45
N 5.5829 -4.3825 1.8776 -0.68 -0.02 0.35
H -1.6978 -0.7645 3.1342 0.01 -0.04 0.09
O -0.6509 -3.7849 -2.5248 -0.53 -0.34 0.86
H -2.9607 -1.6221 4.1384 0.44 -0.13 -0.06
O 2.9877 1.8111 -0.6969 0.50 0.21 -0.34
H 5.8027 2.2682 -0.4834 -0.24 0.07 0.18
H -0.6407 -0.1715 0.8163 -0.27 -0.75 0.23
H -3.4868 0.6987 -0.3224 -0.48 0.24 0.07
H -1.1792 0.3304 -0.6926 0.52 0.03 -0.62
C 2.1369 -2.4419 -3.8836 -0.48 -0.70 0.66
H 5.1840 1.6079 -1.9654 -0.77 -0.19 0.07
O 0.9529 -1.3286 -1.8514 0.60 -0.88 -1.29
H -2.0685 -4.1481 -0.2488 0.47 -0.31 -0.38
H 4.5380 -2.6093 1.4471 -0.10 0.01 -0.06
H -3.6983 4.8476 2.7881 0.06 0.17 0.28
O -2.1907 -2.3502 -2.8629 -0.22 -0.40 0.80
H 5.9302 0.5722 -0.7351 -0.59 -0.36 0.27
C -3.9115 0.1747 -1.1766 0.48 0.47 -0.59
O 5.1916 -5.4328 2.3546 0.33 0.25 -0.05
C -1.8343 5.6036 1.9160 -1.76 -0.32 -0.40
S -1.2663 3.0986 1.3610 2.72 1.28 0.08
C -2.5847 -3.8835 -1.1642 -0.69 1.25 0.10
H 1.5700 -1.0031 0.0805 -0.92 -0.71 0.47